18
Properties=species:S:1:pos:R:3:forces:R:3:mulliken_charge:R:1 method="wB97M-V/def2-TZVPD" smiles=CCN1C[C@H]1CO mol_weight_g_mol=101.15 energy_ha=-327.0387 e_homo_ha=-0.34047
H 1.2992 0.7719 -1.5719 -0.1 0.0 0.1 0.2702
H -1.1531 0.3820 -1.8910 0.0 0.1 0.0 0.2967
C 0.2958 -0.9210 0.2189 0.0 -0.2 -0.1 0.4189
O -1.9506 -0.9588 1.1539 0.2 0.1 0.8 -0.4805
C -0.6748 -1.5640 1.1715 1.0 -0.4 0.5 -1.1283
N 0.4252 0.5156 0.3519 0.0 0.0 0.0 -0.3060
H 0.3398 -1.3298 -0.7918 0.0 0.1 0.1 0.4784
H -1.5212 1.8196 -0.9346 0.1 0.0 -0.1 0.2873
H -0.2831 -1.3822 2.1999 0.2 -0.5 -0.6 0.3380
H 0.9577 2.2494 -0.6581 0.0 -0.2 0.0 0.3439
H 2.4312 -0.3501 0.1316 -0.1 0.1 0.0 0.2650
H -0.7608 -2.6450 1.0430 0.1 0.0 -0.2 0.3645
H 1.7274 -0.3479 1.8300 0.0 0.0 -0.2 0.2355
C -0.7798 1.3704 -1.6015 0.0 0.0 0.0 -1.1410
H -1.7633 -0.5306 1.9968 -1.7 0.9 -0.3 0.3481
C 0.5653 1.2538 -0.8991 0.0 0.1 -0.1 -0.3801
H -0.6955 1.9830 -2.5055 0.0 -0.1 0.1 0.3952
C 1.5408 -0.3163 0.7560 0.3 0.0 0.0 -0.6058